Record 1
Below is a molecular structure, C18H40BrCoO2Se2Si in a non-equilibrium geometry, with properties calculated with wB97M-V/def2-TZVPD.

```
! wB97M-V def2-TZVPD RIJCOSX def2/J DEFGRID3
* xyz 2 5
Co -3.10948 0.42216 0.64222
C -1.89420 0.26270 4.10888
Se -3.61500 0.53162 3.06125
C -4.13517 -1.33935 3.58358
C -3.72695 -2.36974 2.56525
Se -4.19003 -1.91163 0.68211
C -2.59656 -3.01953 -0.04782
H -2.15794 0.41347 5.14360
H -1.36732 1.13677 3.73403
H -1.40838 -0.66994 3.82728
H -5.22135 -1.27594 3.69110
H -3.73448 -1.53340 4.57791
H -4.25042 -3.32399 2.78643
H -2.66407 -2.46345 2.60944
H -2.26233 -3.62888 0.80347
H -1.83748 -2.25221 -0.35279
H -2.98729 -3.62935 -0.92541
C 1.60490 -2.70817 -0.82270
C 2.28201 -1.67667 0.03941
C 3.81033 -1.81524 -0.22726
C 2.06831 -1.89393 1.56006
Si 1.56949 0.10421 -0.43871
Br -0.45060 0.15079 0.80270
C 2.68307 1.59279 0.16103
C 3.52899 2.09776 -1.02860
C 3.76525 1.39965 1.22209
C 1.67173 2.70527 0.61283
C 0.86574 0.38256 -2.26470
C 1.90597 0.04544 -3.39540
C -0.41141 -0.49817 -2.47630
C 0.39469 1.83536 -2.53942
H 1.88926 -3.72792 -0.54420
H 1.86863 -2.53147 -1.90973
H 0.47991 -2.70319 -0.78933
H 4.08934 -2.89567 -0.43684
H 4.37629 -1.58293 0.70492
H 4.14581 -1.25687 -1.09168
H 2.41449 -2.90658 1.72391
H 1.01369 -1.87746 1.73920
H 2.57864 -1.08213 2.15155
H 4.31241 1.37951 -1.15983
H 4.06781 3.01436 -0.76981
H 3.04561 2.28310 -2.02902
H 4.57960 0.76195 0.82681
H 3.44418 0.90191 2.18030
H 4.20984 2.34034 1.45817
H 1.11014 2.99904 -0.30143
H 2.20169 3.62110 0.96912
H 0.91048 2.35810 1.33361
H 1.41807 -0.53192 -4.21809
H 2.81060 -0.50062 -3.09125
H 2.32152 0.94592 -3.90645
H -0.35105 -1.57965 -2.28139
H -0.65168 -0.37700 -3.56241
H -1.33247 -0.16773 -1.89166
H 1.18589 2.56364 -2.25937
H -0.52239 2.11120 -1.94332
H 0.19231 1.98805 -3.61685
C -4.57564 3.34048 -1.52259
C -3.91981 2.02747 -0.99614
O -4.59767 0.92319 -0.82865
O -2.69422 2.05505 -0.61374
H -3.89976 3.75488 -2.26121
H -4.64067 4.09570 -0.75770
H -5.61086 3.18519 -2.00050
*
```

Values from the calculation:
ΔE to the lowest compared entry with this formula, charge and spin   131.2 kJ/mol
E   -269633.069 eV
HOMO (spin up / spin down)   -14.564 / -14.550 eV

***

Record 2
Below is a molecular structure, C9H14I2N2O2RbSbSe4, with properties calculated with wB97M-V/def2-TZVPD.

```
! wB97M-V def2-TZVPD RIJCOSX def2/J DEFGRID3
* xyz -2 1
Rb 1.73349 -0.55897 -1.07444
I 4.92474 -1.66627 -0.06070
I -0.35165 6.42894 -3.08137
C -2.13871 -0.49617 1.53203
C -0.87775 -1.24642 1.78644
N 0.33836 -0.80878 1.55282
C 1.19154 -1.81602 1.96446
C 0.46496 -2.86329 2.44256
N -0.85093 -2.48539 2.33342
H -1.89987 0.42830 1.01103
H -2.63843 -0.24739 2.47055
H -2.83272 -1.07928 0.92560
H 2.26457 -1.73128 1.87234
H 0.75325 -3.82996 2.81527
H -1.65865 -3.08256 2.48721
C 0.87284 3.97411 -0.24676
C 2.15110 4.23365 -1.07421
C 2.06464 3.20660 -2.20237
O 1.24566 2.14823 -1.69089
C 0.19487 2.81779 -0.98303
H 0.22794 4.85132 -0.23565
H 1.11861 3.68836 0.77679
H 3.04712 4.07733 -0.47247
H 2.15864 5.24428 -1.47991
H 3.02315 2.77287 -2.48763
H 1.58021 3.65180 -3.07652
H -0.27816 2.08937 -0.32224
H -0.53603 3.20372 -1.69967
O -0.30358 -2.47879 -1.78346
C -1.05547 -3.28151 -1.31123
Se -3.95696 -7.08834 -1.18267
Sb -3.00553 -5.26555 0.00988
Se -2.97863 -3.06139 -1.34502
Se -0.48763 -4.92525 -0.47429
Se -3.50499 -4.80404 2.30416
*
```

Values from the calculation:
ΔE to the lowest compared entry with this formula, charge and spin   2.4 kJ/mol
E   -301422.763 eV
HOMO   -2.665 eV

***

Record 3
Below is a molecular structure, C19H20Br4CaCl3N2O3SSi in a non-equilibrium geometry, with properties calculated with wB97M-V/def2-TZVPD.

```
! wB97M-V def2-TZVPD RIJCOSX def2/J DEFGRID3
* xyz -1 1
Ca 0.29460 0.25923 0.23065
Br 4.45219 -5.31203 -0.40141
C 3.81239 -3.53240 -0.40374
C 4.68635 -2.45746 -0.43103
Br 6.55577 -2.74061 -0.52052
C 4.17212 -1.14245 -0.39420
Br 5.30923 0.36765 -0.40754
C 2.79576 -0.85809 -0.34207
O 2.29697 0.37726 -0.31543
C 1.88264 -1.99246 -0.30431
O 0.56904 -1.75631 -0.21890
C 2.42496 -3.28173 -0.34386
Br 1.16240 -4.69837 -0.29780
Cl 1.42083 2.84077 3.86088
Si 0.12704 1.82744 2.50261
Cl -1.78829 2.20407 3.46754
Cl -0.00896 3.28618 0.87244
C -1.44551 1.45176 -3.50217
C -1.72723 1.62857 -2.04411
O -1.08805 0.98347 -1.21758
C -2.76388 2.58788 -1.60721
C -3.20540 3.58545 -2.47336
C -4.12304 4.52810 -2.03516
C -4.60781 4.46057 -0.73249
C -4.17380 3.45799 0.13003
C -3.24599 2.52545 -0.30511
H -0.79538 0.59536 -3.63258
H -0.93347 2.34508 -3.88217
H -2.37272 1.31741 -4.06843
H -2.81588 3.64485 -3.48558
H -4.45323 5.31608 -2.70259
H -5.32417 5.20147 -0.38622
H -4.54580 3.40670 1.14681
H -2.89886 1.73908 0.35431
C -5.16533 -1.17706 3.29945
C -3.78773 -0.52186 3.32882
N -2.70092 -1.46230 3.03431
C -2.25850 -1.79218 1.80125
S -2.92293 -1.16821 0.34035
N -1.24359 -2.66731 1.77683
C -0.47264 -3.10517 2.93877
C -1.05643 -4.34264 3.61808
H -5.94520 -0.43956 3.54039
H -5.23088 -1.99877 4.02556
H -5.35973 -1.57514 2.30281
H -3.58066 -0.08807 4.30264
H -3.73720 0.27378 2.59368
H -2.23181 -1.87254 3.82116
H -0.79232 -2.77284 0.86607
H -0.37360 -2.28548 3.64800
H 0.52337 -3.32647 2.56990
H -2.08531 -4.16799 3.96007
H -0.44902 -4.63689 4.47904
H -1.07956 -5.17446 2.90753
*
```

Values from the calculation:
ΔE to the lowest compared entry with this formula, charge and spin   53.7 kJ/mol
E   -384049.564 eV
HOMO   -4.501 eV

***

Q: Among the records above, which one has the highest E?
A: C18H40BrCoO2Se2Si